# C3H5IN2

An isolated molecule of C3H5IN2 at a distorted geometry (the ωB97M-V functional and the def2-TZVPD basis, OMol25).

Energy relative to the best compared isomer or geometry (same formula, charge and spin) ... 215.52 kJ/mol
E ... -524.38976 hartree
Gap between HOMO and LUMO (alpha / beta) ... 8.3289 / 8.3274 eV
Molar mass ... 195.99 g/mol

Geometry as ORCA input:
```
! RIJCOSX wB97M-V def2-TZVPD def2/J DEFGRID3
* xyz 0 1
C 0.313 -0.778 0.019
C 0.808 0.479 0.886
C -0.703 -0.311 -0.992
N 0.136 1.714 0.514
N -0.571 1.836 -0.410
I -2.661 -0.896 -0.887
H 1.087 -1.453 -0.397
H -0.226 -1.348 0.665
H 0.504 0.432 1.894
H 1.770 0.779 0.767
H -0.458 -0.454 -2.059
*
```